1.
Density functional theory data (ωB97M-V with the def2-TZVPD basis set) for the ion C7H12N with charge +1 at a distorted geometry.

Structure (XYZ):
```
20
Properties=species:S:1:pos:R:3:mulliken_charge:R:1
N 0.56 0.66 0.10 -0.12
C 2.05 -1.26 -0.68 -1.18
C -1.44 -0.81 0.40 -1.25
C -1.03 0.55 0.10 1.16
C -1.87 -1.88 0.65 0.64
C -0.32 1.23 1.18 -0.83
C -1.81 1.20 -1.03 -1.44
C 1.47 -0.35 0.49 -0.38
H -0.18 2.38 1.16 0.29
H -1.51 0.76 -1.95 0.39
H -2.90 1.05 -1.04 0.39
H -1.58 2.27 -1.10 0.37
H 0.97 -0.79 1.41 0.26
H 2.89 -1.66 -0.19 0.40
H -0.09 0.75 2.07 0.38
H 1.46 -2.10 -1.09 0.31
H -2.40 -2.83 0.70 0.48
H 0.89 1.34 -0.58 0.37
H 2.32 0.22 0.91 0.40
H 2.51 -0.73 -1.52 0.35
```

Output
Energy (eV): -8933.5723
Total charge: +1
Energy relative to the best compared isomer or geometry (same formula, charge and spin) (eV): 3.430
Max |F| (eV/A): 4.590
Multiplicity: 1
LUMO (eV): -2.89

2.
Density functional theory data (ωB97M-V with the def2-TZVPD basis set) for a structure of composition C7H12N at a distorted geometry.

Structure (XYZ):
```
20
Properties=species:S:1:pos:R:3:mulliken_charge:R:1
N 0.90 0.46 0.54 0.27
C -1.05 -0.14 -0.50 1.01
C 1.31 -0.65 -0.33 -0.53
C 1.92 1.14 1.30 -0.63
C -0.47 0.32 0.89 -0.37
C -2.51 -0.62 -0.64 -1.38
C -0.68 1.24 -0.15 -1.07
C 0.06 -1.11 -1.14 -0.59
H -0.20 -2.12 -0.78 0.35
H -0.54 2.26 -0.41 0.39
H 1.79 0.70 2.34 0.31
H -2.45 -1.68 -0.43 0.37
H 2.01 -0.14 -1.11 0.41
H 0.17 -0.81 -2.26 0.34
H 1.96 2.23 1.55 0.33
H -2.81 -0.44 -1.68 0.35
H -3.21 0.01 -0.15 0.39
H 1.68 -1.48 0.31 0.31
H 2.88 0.93 0.74 0.26
H -0.76 -0.11 1.92 0.46
```

Output
Energy (eV): -8929.4233
Total charge: +1
Energy relative to the best compared isomer or geometry (same formula, charge and spin) (eV): 3.559
Max |F| (eV/A): 7.627
Multiplicity: 3
LUMO (alpha / beta) (eV): -2.75 / -7.63

3.
Density functional theory data (ωB97M-V with the def2-TZVPD basis set) for the ion C7H12N with charge +1 at a distorted geometry.

Structure (XYZ):
```
20
Properties=species:S:1:pos:R:3:mulliken_charge:R:1
N -1.12 -0.67 -0.38 -0.31
C 1.31 1.38 -0.42 -0.48
C 2.47 -0.95 0.67 -0.62
C 1.36 -0.04 0.05 0.29
C 2.00 -1.23 -0.50 -0.97
C -2.55 -0.76 0.01 -0.81
C -0.21 0.12 0.53 0.18
C -0.06 1.59 0.16 -0.81
H -3.12 -1.35 -0.72 0.38
H -1.02 -0.28 -1.30 0.41
H -0.62 -0.04 1.60 0.43
H 2.03 -2.04 -1.24 0.44
H -2.65 -1.01 1.15 0.32
H -2.93 0.25 0.13 0.34
H -0.63 -1.57 -0.61 0.42
H 1.41 1.31 -1.48 0.29
H -0.89 2.01 -0.28 0.44
H 2.10 2.07 0.01 0.26
H 3.09 -1.03 1.48 0.52
H 0.03 2.24 1.14 0.28
```

Output
Energy (eV): -8928.2935
Total charge: +1
Energy relative to the best compared isomer or geometry (same formula, charge and spin) (eV): 4.689
Max |F| (eV/A): 9.999
Multiplicity: 3
LUMO (alpha / beta) (eV): -3.09 / -6.37